89
Properties=species:S:1:pos:R:3:forces:R:3 method="wB97M-V/def2-TZVPD" gap_ev="6.56 / 5.33" homo_energy_ev="-2.775 / -2.992" multiplicity=6 total_charge=-2
H 5.14535 -0.38718 7.78632 0.0 0.0 0.0
Ir -0.13089 -0.02486 0.53963 1.7 -0.1 -1.3
H 0.47417 6.03172 -0.28841 0.0 0.0 0.0
H 1.28721 2.76264 3.45930 0.0 0.0 0.0
C -1.31373 -2.39957 -3.93669 0.0 0.0 0.0
H -3.13833 -2.82139 1.29535 0.0 -0.1 0.0
C -0.43519 -5.61145 2.09033 0.2 0.5 -0.3
C 2.88143 -0.93462 4.50064 0.1 -0.1 0.0
H 2.92049 2.35903 6.52312 0.0 0.0 0.0
H 3.49897 -2.97288 4.21676 0.0 0.0 0.0
C 2.06480 1.32450 4.86065 -0.1 0.0 0.0
C 3.77315 0.40219 6.32088 0.0 0.0 0.0
O 0.05052 -7.66139 2.95597 1.0 -0.6 0.1
C -3.21553 1.62687 -2.77644 0.0 0.1 0.1
C 0.27213 -4.12379 -3.40143 0.0 0.1 0.0
O 1.43834 0.77825 1.93765 0.3 -0.2 0.2
H -0.08970 2.64131 -2.39920 -0.1 0.1 0.0
Sb -3.19420 3.19499 1.43944 0.2 0.8 -0.1
C -3.04704 2.16300 -5.22476 0.0 0.0 0.0
C 0.15828 3.10332 -1.43043 -0.1 0.0 0.0
H 1.62093 5.15739 -3.21937 0.0 0.0 0.0
O 2.79408 -1.11711 -2.07148 0.1 0.0 -0.1
O 0.04586 2.50671 -0.37955 0.1 0.0 0.1
C -1.50266 0.99096 -6.65876 0.0 0.0 0.0
H -2.73954 1.02172 -2.00893 0.0 0.0 0.0
C -1.06182 -3.46735 1.20757 0.0 0.4 0.0
C 0.90475 -5.39016 1.70332 -0.2 -0.2 0.1
H -4.27338 1.34976 -2.81109 0.0 0.0 0.0
N 0.60237 4.37049 -1.54828 0.0 -0.1 -0.1
H 1.86418 -2.61848 3.61979 0.0 0.0 0.0
O 1.12777 0.10342 -1.25195 -0.6 -0.5 -0.3
C 0.60589 5.03740 -2.82539 0.0 0.0 0.0
C -1.54301 0.51912 -4.29781 0.1 0.0 0.1
C 4.72514 0.57133 7.47855 0.0 0.0 0.0
H 0.09211 2.16093 4.58522 0.0 0.0 0.0
N -0.80425 -6.83092 2.73366 -0.1 0.2 -0.1
H 0.01634 4.46460 -3.53979 0.0 0.0 0.0
C -2.58178 1.43336 -4.12049 -0.1 0.0 0.0
H -0.22665 -0.44089 -5.68639 0.0 0.0 0.0
O 0.26223 -0.83467 2.89189 0.1 0.1 0.1
H 2.11286 5.32778 -0.46274 0.0 0.0 0.0
H -2.24224 -2.07904 -4.39371 0.0 0.0 0.0
C 2.91902 1.43537 5.95091 0.0 0.0 0.0
H 0.86063 4.49819 0.49700 0.0 0.0 0.0
H 1.30534 3.31529 5.14624 0.0 0.0 0.0
C 0.30830 -3.17207 0.87970 0.0 -0.1 0.0
C -1.39815 -4.65373 1.82850 0.1 -0.3 0.1
C -2.14920 -2.55555 0.87336 0.2 -0.1 0.0
C -0.54440 -1.44888 -3.24939 -0.1 -0.1 -0.1
C 1.13994 2.45654 4.49533 0.1 0.0 0.0
C 1.26383 -4.21946 1.11340 -0.1 0.1 0.0
C -1.02102 0.28646 -5.57094 0.0 0.1 -0.1
C 1.59931 -0.89987 -1.94765 0.3 0.1 0.4
C 2.87517 -2.22651 3.72333 0.0 0.1 0.0
H -3.17252 2.67324 -2.47311 0.0 0.0 0.2
C -0.91568 -3.71937 -4.00751 0.1 0.0 0.0
N -0.99991 -0.13953 -3.16819 0.0 0.1 -0.1
H -2.86687 2.51081 -7.32934 0.0 0.0 0.0
H -2.42553 -4.85978 2.09974 0.0 0.1 0.0
Se -3.40606 4.02736 3.69595 0.0 -0.2 -0.1
C 1.04360 5.10600 -0.38455 -0.1 0.0 0.0
H 4.38992 -1.59761 5.86920 0.0 0.0 0.0
H 5.55651 1.22812 7.20980 0.0 0.0 0.0
H 0.58731 -5.15879 -3.44061 0.0 0.0 0.0
H 0.15144 6.02596 -2.72477 0.0 0.0 0.0
C 2.06019 0.13003 4.13542 0.1 0.0 -0.1
H 4.22502 1.01573 8.34144 0.0 0.0 0.0
H -1.08505 0.81696 -7.64363 0.0 0.0 0.0
O -2.05977 -1.56528 0.17208 -0.3 -0.2 -0.3
O 0.71180 -2.07583 0.39499 0.0 0.1 0.0
Se -2.86535 4.85757 -0.30772 0.0 -0.3 0.0
Se -5.44274 2.20014 0.91035 0.0 -0.1 0.0
H 1.62375 -6.17608 1.88648 0.0 0.0 0.0
H 1.98326 -3.44861 -2.28743 0.0 0.0 0.0
C -2.50166 1.94055 -6.48188 0.0 0.0 0.0
C 1.04152 -3.17898 -2.74718 0.0 0.0 0.1
C 3.73782 -0.77535 5.58873 0.0 0.0 0.0
H -5.02995 2.71569 -4.57930 0.0 0.0 0.0
H -4.44608 3.60493 -5.99457 0.0 0.0 0.0
H -1.53817 -4.43846 -4.52792 0.0 0.0 0.0
H -3.83890 3.97715 -4.36877 0.0 0.0 0.0
Se -1.67771 1.13713 1.74340 -1.7 0.5 1.3
H 3.25685 -2.07439 2.71023 0.0 0.0 0.0
O -1.96391 -7.01098 3.04394 -1.0 0.1 0.2
H 2.28345 -4.02111 0.81146 0.0 0.0 0.0
C 1.19216 0.00401 2.91438 -0.2 0.0 -0.1
H -0.46936 0.43860 -2.52440 0.0 -0.1 0.1
C -4.14880 3.17150 -5.03866 0.0 0.0 0.0
C 0.65125 -1.84413 -2.65077 0.0 -0.1 0.1

82
Properties=species:S:1:pos:R:3:forces:R:3 method="wB97M-V/def2-TZVPD" relative_energy_kj_mol=265.47 gap_ev="6.35 / 5.11" homo_energy_ev="-3.956 / -3.955" multiplicity=3 total_charge=-1
H 0.05421 6.64346 -0.47099 0.0 0.0 0.0
N 1.88811 0.28086 -0.61475 -0.3 -0.1 0.0
C -0.40267 5.65761 -0.56445 0.0 0.0 0.0
H -2.20183 -4.02692 2.43961 0.0 0.0 0.0
H -3.58354 3.64470 4.69790 0.0 0.0 0.0
H -1.79864 7.97173 -5.39351 0.0 0.0 0.0
H -3.98876 2.67333 -3.27595 -0.1 -0.1 0.1
C -1.62308 -3.15627 2.75329 0.0 0.0 0.0
O 1.13127 -2.26433 0.64213 -0.1 0.4 0.3
H 0.20135 -4.34331 2.29657 0.0 0.0 0.0
C -2.61880 4.33992 -3.37360 0.1 0.1 0.0
C 1.03838 -0.45212 -4.18140 0.0 0.0 0.0
H 0.62336 3.61813 2.10224 0.0 0.0 0.0
N -1.22051 1.12376 0.70137 -0.2 0.4 0.1
C 3.60759 0.52192 -4.57556 0.0 0.0 0.0
C -1.47725 6.73850 -2.54616 0.0 0.0 0.0
O 0.12343 0.45019 2.33849 0.0 0.0 -0.1
C -5.55840 3.17370 0.31507 0.0 0.0 0.0
N 1.30121 -0.12428 -1.82450 0.1 -0.2 0.0
C -3.50363 2.32538 -0.58976 0.0 -0.1 -0.1
C 3.10074 0.46277 -3.29256 0.0 0.0 0.0
C -2.27969 2.50343 3.43647 -0.1 0.0 -0.1
H -2.69690 -0.47586 -0.66889 -0.1 0.0 0.0
Te -1.43786 2.53325 -1.04999 -0.5 -0.3 -0.3
H -3.63574 3.24280 -4.90952 0.0 0.0 0.0
C -1.85619 4.77482 4.11051 0.0 0.0 0.0
C -2.25102 6.72392 -3.69672 0.0 0.0 0.0
H -1.88401 -2.93616 3.78618 0.0 0.0 0.0
C 1.57380 -0.37328 -5.45528 0.0 0.0 0.0
H -3.40839 5.31946 -0.39188 0.0 0.0 0.1
C -5.48317 0.96465 -0.56579 0.0 0.0 0.0
C -2.45026 7.97088 -4.51639 0.0 0.0 0.0
H -3.47827 8.04953 -4.87345 0.0 0.0 0.0
H -1.01838 7.66874 -2.22444 0.0 0.0 0.0
C -3.55353 4.64614 0.45672 -0.1 0.0 0.0
C -0.13153 -3.32455 2.49094 0.1 -0.1 0.0
H 4.61047 0.90691 -4.72319 0.0 0.0 0.0
H -2.57541 4.46079 0.90751 -0.1 -0.1 0.0
C -0.72137 1.30789 1.89119 -0.1 0.1 0.2
C -1.86510 4.38460 -2.19136 0.2 0.1 0.1
H -2.90983 1.62193 3.42640 0.0 0.0 0.0
C 1.80124 -0.03438 -3.07783 0.0 0.2 0.0
H 0.04030 -0.82908 -4.01035 0.0 0.0 0.0
H 0.48328 -2.91650 3.29492 0.0 0.0 0.0
H -3.39112 5.47884 -5.01070 0.0 0.0 0.0
N -1.00785 -1.72112 0.96144 -0.4 -0.5 0.4
C -7.67955 1.82417 0.32150 0.0 0.0 0.0
C -1.26955 5.58425 -1.79546 0.1 0.0 0.0
C -3.38891 -0.08263 -1.41619 0.0 0.0 0.0
H -4.16756 5.15490 1.20009 0.0 0.0 0.0
O -0.02250 -0.43545 -1.57129 0.0 -0.1 -0.3
H 0.39947 4.91668 -0.59847 0.0 0.0 0.0
C -2.80343 5.51574 -4.09776 0.0 0.0 0.0
C -6.21685 1.99054 0.00863 0.0 0.0 0.0
C 2.85832 0.10861 -5.67466 0.0 0.0 0.0
H -2.44195 2.29341 -4.01888 0.0 0.0 0.0
C -0.67349 4.77040 3.38163 0.0 0.0 0.0
H -0.04920 5.65528 3.35365 0.0 0.0 0.0
H -0.97911 5.46162 0.34393 0.1 0.1 -0.1
C -4.12923 1.10272 -0.86253 0.0 0.0 0.0
C -4.20707 3.35600 0.03832 0.0 0.1 0.0
H -6.10338 3.97740 0.80161 0.0 0.0 0.0
H -5.96682 0.01635 -0.77605 0.0 0.0 0.0
H -2.15650 5.66396 4.65128 0.0 0.0 0.0
H 3.26473 0.16780 -6.67590 0.0 0.0 0.0
C -2.65623 3.64045 4.13807 0.0 0.0 0.0
H -8.28502 2.55135 -0.22397 0.0 0.0 0.0
C 0.08286 -2.44536 1.28053 -0.3 -0.2 0.0
H -7.87220 1.97190 1.38603 0.0 0.0 0.0
H -4.08712 -0.87622 -1.68397 0.0 0.0 0.0
H 3.68081 0.79070 -2.44137 0.0 0.0 0.0
C -2.03037 -1.98190 1.85506 0.0 0.0 -0.1
H 0.97049 -0.69739 -6.29610 0.0 0.0 0.0
C -0.29246 3.63435 2.68210 0.0 0.0 0.0
H -8.02697 0.82678 0.05252 0.0 0.0 0.0
O 1.13294 1.35296 -0.17341 0.2 0.1 -0.1
O -3.09300 -1.41039 1.91170 0.0 0.0 0.0
V 0.19741 -0.21055 0.27254 1.3 0.1 -0.3
C -3.20643 3.06768 -3.92239 0.0 -0.1 0.0
H -2.22320 8.86464 -3.93461 0.0 0.0 0.0
H -2.79512 0.16968 -2.29505 0.0 0.0 0.0
C -1.09575 2.49996 2.70963 0.0 0.0 0.0

| no. | molecular weight (g mol⁻¹) |
| --- | --- |
| 1 | 1272.50 |
| 2 | 771.24 |